Entry 1:
2 unconnected molecules or ions with the total composition C2H9N4O at a distorted geometry, computed with ωB97M-V/def2-TZVPD.

Its energy is -10221.7223 eV. The value obtained for the gap between HOMO and LUMO is 0.4105 Eh. The spin multiplicity is 1. For the HOMO energy, the calculation gives -14.55 eV. The calculation puts the molar mass at 105.121 g/mol. The value obtained for the energy relative to the best compared isomer or geometry (same formula, charge and spin) is 35.2 kcal/mol. The calculation puts the LUMO energy at -3.3751 eV. As for the total charge: +1. As for the largest force on an atom: 3.8 eV Å⁻¹.

Positions of all 16 atoms, in Å:
C 0.79 0.61 -0.04
C -0.16 -1.66 0.13
N 0.69 1.97 0.05
N 1.97 0.10 -0.23
N 1.00 -2.20 0.00
N -0.22 -0.20 0.16
O -2.75 0.59 0.00
H -1.02 -2.09 0.60
H 1.46 2.60 0.31
H -0.04 2.52 -0.47
H 2.84 0.59 -0.15
H -2.78 0.75 -0.91
H 1.89 -0.90 -0.06
H 1.16 -3.20 -0.09
H -1.19 0.21 0.33
H -3.63 0.35 0.36

=====

Entry 2:
2 unconnected molecules or ions with the total composition C2H9N4O at a distorted geometry, computed with ωB97M-V/def2-TZVPD.

Its energy is -10217.4555 eV. The value obtained for the gap between HOMO and LUMO is 0.3354 Eh. The spin multiplicity is 1. For the HOMO energy, the calculation gives -13.46 eV. The calculation puts the molar mass at 105.121 g/mol. The value obtained for the energy relative to the best compared isomer or geometry (same formula, charge and spin) is 133.6 kcal/mol. The calculation puts the LUMO energy at -4.3317 eV. As for the total charge: +1. As for the largest force on an atom: 5.4 eV Å⁻¹.

Positions of all 16 atoms, in Å:
C 1.77 -0.63 1.43
C -0.63 0.12 0.87
N -0.92 -1.37 -2.04
N -0.57 1.68 -0.82
N -1.40 0.98 0.10
N 0.68 0.12 0.77
O 0.08 -1.61 -1.38
H 2.25 0.17 1.95
H 1.27 -1.35 2.15
H 2.37 -1.11 0.70
H -1.28 -0.61 1.41
H -0.73 1.34 -1.73
H -0.42 2.64 -0.71
H -2.39 0.92 0.10
H 1.01 0.77 0.04
H -1.08 -2.06 -2.85

=====

Entry 3:
2 unconnected molecules or ions with the total composition C2H9N4O3P at a distorted geometry, computed with ωB97M-V/def2-TZVPD.

Its energy is -23593.8811 eV. The value obtained for the gap between HOMO and LUMO (spin up / spin down) is 0.2240 / 0.3638 Eh. The spin multiplicity is 1. For the HOMO energy (spin up / spin down), the calculation gives -16.25 / -17.69 eV. The calculation puts the molar mass at 168.093 g/mol. The calculation puts the LUMO energy (spin up / spin down) at -10.1502 / -7.7883 eV. As for the total charge: +2. As for the largest force on an atom: 7.5 eV Å⁻¹.

Positions of all 19 atoms, in Å:
C -2.96 -0.21 -0.38
C 2.55 -0.16 -0.12
N -3.51 -0.30 0.73
N 3.83 -0.47 0.08
N -3.03 -0.26 -1.60
N 2.10 0.19 -1.33
O -0.20 0.52 2.59
O -0.67 0.65 0.10
O 1.70 -0.19 0.85
P 0.38 0.95 1.16
H -4.55 -0.07 0.98
H -2.94 -0.28 1.60
H 4.44 -0.43 -0.71
H 4.37 -0.56 0.99
H -3.66 -0.62 -2.36
H -2.12 0.05 -2.17
H 2.76 0.23 -2.07
H 1.17 0.07 -1.77
H 0.33 0.89 3.44

=====

Entry 4:
A molecular structure, C2H9N5 at a distorted geometry, computed with ωB97M-V/def2-TZVPD.

Its energy is -9666.4515 eV. The value obtained for the gap between HOMO and LUMO is 0.3190 Eh. The spin multiplicity is 1. For the HOMO energy, the calculation gives -7.90 eV. The calculation puts the molar mass at 103.129 g/mol. The value obtained for the energy relative to the best compared isomer or geometry (same formula, charge and spin) is 102.5 kcal/mol. The calculation puts the LUMO energy at 0.7843 eV. As for the largest force on an atom: 1.9 eV Å⁻¹.

Positions of all 16 atoms, in Å:
C -2.31 -0.37 0.38
C -1.65 -0.27 -0.90
N -1.08 -0.19 -1.90
H -1.54 -0.30 1.16
H -3.01 0.46 0.49
H -2.86 -1.31 0.44
N 1.89 0.14 -0.02
N 1.59 -1.18 0.05
N 1.84 0.61 -1.27
N 0.65 0.68 1.28
H 0.83 -1.46 -0.58
H 1.25 -1.29 1.02
H 2.19 1.55 -1.34
H 1.00 0.41 -1.82
H -0.06 1.38 1.07
H 1.28 1.15 1.93

=====

Entry 5:
2 unconnected molecules or ions with the total composition C2H9N5 at a distorted geometry, computed with ωB97M-V/def2-TZVPD.

Its energy is -9651.1201 eV. The value obtained for the gap between HOMO and LUMO is 0.4011 Eh. The spin multiplicity is 1. For the HOMO energy, the calculation gives -19.10 eV. The calculation puts the molar mass at 103.129 g/mol. The value obtained for the energy relative to the best compared isomer or geometry (same formula, charge and spin) is 56.0 kcal/mol. The calculation puts the LUMO energy at -8.1871 eV. As for the total charge: +2. As for the largest force on an atom: 5.6 eV Å⁻¹.

Positions of all 16 atoms, in Å:
C -2.06 0.25 0.35
C 1.04 0.92 -0.02
N 0.23 1.80 0.05
N -1.00 -0.43 0.68
N 1.61 -0.19 -0.09
N -2.64 0.07 -0.85
N 3.06 -0.50 -0.02
H -2.58 1.01 0.95
H -0.02 2.45 -0.67
H -0.69 -0.26 1.53
H -0.56 -1.27 0.13
H -3.50 0.51 -1.12
H -2.28 -0.57 -1.45
H 3.11 -1.40 -0.55
H 3.60 0.26 -0.51
H 3.41 -0.56 0.97

=====

Entry 6:
2 unconnected molecules or ions with the total composition C2H9N5O at a distorted geometry, computed with ωB97M-V/def2-TZVPD.

Its energy is -11708.7529 eV. The value obtained for the gap between HOMO and LUMO is 0.2511 Eh. The spin multiplicity is 1. For the HOMO energy, the calculation gives -7.64 eV. The calculation puts the molar mass at 119.128 g/mol. The value obtained for the energy relative to the best compared isomer or geometry (same formula, charge and spin) is 248.1 kcal/mol. The calculation puts the LUMO energy at -0.8025 eV. As for the largest force on an atom: 6.4 eV Å⁻¹.

Positions of all 17 atoms, in Å:
C 2.12 -1.23 0.61
C 0.10 0.17 0.14
H 1.57 -1.95 1.35
H 2.62 -0.46 1.27
H 3.14 -1.64 0.12
H 0.64 -0.78 -2.26
H 0.00 0.48 -1.77
H -2.48 1.13 -0.25
H -2.16 -0.39 -1.62
H -1.41 2.28 0.84
H -1.74 1.58 2.27
N 1.08 -0.63 -0.18
N -0.50 0.60 -0.95
N -1.91 0.72 -1.13
N -0.32 0.44 1.36
N -1.44 1.36 1.33
O 0.69 -1.70 -1.13

=====

Entry 7:
A gas-phase ion, C2H9N5O2 (charge +2) at a distorted geometry, computed with ωB97M-V/def2-TZVPD.

Its energy is -13746.0807 eV. The value obtained for the gap between HOMO and LUMO is 0.4478 Eh. The spin multiplicity is 1. For the HOMO energy, the calculation gives -19.37 eV. The calculation puts the molar mass at 135.127 g/mol. Its SMILES is NC(=[NH2+])ON(O)C(N)=[NH2+]. The value obtained for the energy relative to the best compared isomer or geometry (same formula, charge and spin) is 0.0 kcal/mol. The calculation puts the LUMO energy at -7.1848 eV. As for the total charge: +2. As for the largest force on an atom: 4.6 eV Å⁻¹.

Positions of all 18 atoms, in Å:
C 1.63 0.26 -0.06
C -1.83 -0.09 0.01
N 2.72 -0.29 0.31
N -2.04 -0.95 1.01
N 0.48 -0.55 -0.10
N 1.63 1.53 -0.37
N -2.74 0.73 -0.42
O 0.67 -1.77 -0.54
O -0.65 0.01 -0.67
H 2.67 -1.33 0.58
H 3.47 0.43 0.53
H -2.90 -0.84 1.48
H -1.41 -1.74 1.41
H 2.36 2.14 -0.11
H 0.66 1.94 -0.39
H -3.60 0.95 -0.01
H -2.54 1.28 -1.20
H 0.85 -1.89 -1.52

=====

Entry 8:
2 unconnected molecules or ions with the total composition C2H9N7 at a distorted geometry, computed with ωB97M-V/def2-TZVPD.

Its energy is -12644.0336 eV. The value obtained for the gap between HOMO and LUMO is 0.3018 Eh. The spin multiplicity is 1. For the HOMO energy, the calculation gives -8.33 eV. The calculation puts the molar mass at 131.143 g/mol. Its SMILES is [H]/N=N/N=N/[H].[H]/N=N\N(C)C. The value obtained for the energy relative to the best compared isomer or geometry (same formula, charge and spin) is 81.2 kcal/mol. The calculation puts the LUMO energy at -0.1201 eV. As for the largest force on an atom: 2.8 eV Å⁻¹.

Positions of all 18 atoms, in Å:
C -1.69 -0.93 -0.01
C 0.34 -0.78 1.34
N -0.25 -0.78 0.02
N -0.17 1.85 -0.30
N -0.68 2.43 0.68
H -1.68 2.24 0.70
H -2.03 -0.83 -1.04
H 1.40 -0.52 1.27
H -2.17 -0.17 0.62
H -2.01 -1.91 0.38
H 0.23 -1.75 1.85
H -0.15 -0.01 1.95
N 0.86 2.02 -0.94
N 0.38 -1.66 -1.02
N 1.84 1.27 -1.18
N 1.49 -1.45 -1.40
H 1.99 -0.61 -0.91
H 2.31 1.59 -2.02

=====

Entry 9:
2 unconnected molecules or ions with the total composition C2H9NO at a distorted geometry, computed with ωB97M-V/def2-TZVPD.

Its energy is -5756.7405 eV. The value obtained for the gap between HOMO and LUMO is 0.3514 Eh. The spin multiplicity is 1. For the HOMO energy, the calculation gives -8.84 eV. The calculation puts the molar mass at 63.100 g/mol. Its SMILES is CNC.O. The value obtained for the energy relative to the best compared isomer or geometry (same formula, charge and spin) is 18.0 kcal/mol. The calculation puts the LUMO energy at 0.7222 eV. As for the largest force on an atom: 2.1 eV Å⁻¹.

Positions of all 13 atoms, in Å:
N 0.56 -1.32 -0.02
C 0.00 0.00 0.00
C 0.81 -1.64 1.34
H 1.43 -1.41 -0.57
H -0.90 0.09 0.63
H -0.23 0.40 -1.00
H 0.80 0.61 0.44
H 1.24 -2.66 1.33
H -0.15 -1.68 1.89
H 1.50 -0.97 1.86
O 1.91 4.17 -1.56
H 2.44 3.38 -1.31
H 1.52 4.49 -0.71

=====

Entry 10:
2 unconnected molecules or ions with the total composition C2H9NO at a distorted geometry, computed with ωB97M-V/def2-TZVPD.

Its energy is -5756.4074 eV. The value obtained for the gap between HOMO and LUMO is 0.3531 Eh. The spin multiplicity is 1. For the HOMO energy, the calculation gives -8.76 eV. The calculation puts the molar mass at 63.100 g/mol. Its SMILES is CCN.O. The value obtained for the energy relative to the best compared isomer or geometry (same formula, charge and spin) is 25.7 kcal/mol. The calculation puts the LUMO energy at 0.8472 eV. As for the largest force on an atom: 3.6 eV Å⁻¹.

Positions of all 13 atoms, in Å:
O 2.78 -1.77 1.39
H 2.56 -1.93 0.47
C -0.90 0.21 0.64
C -0.62 1.16 -0.56
N -1.71 0.81 -1.56
H 0.13 0.09 0.94
H -1.04 -0.81 0.33
H -1.71 0.39 1.34
H 0.28 0.81 -1.13
H -0.71 2.28 -0.42
H 3.10 -2.62 1.70
H -2.50 1.44 -1.51
H -1.33 0.68 -2.48

=====

Entry 11:
3 unconnected molecules or ions with the total composition C2H9NO at a distorted geometry, computed with ωB97M-V/def2-TZVPD.

Its energy is -5752.1797 eV. The value obtained for the gap between HOMO and LUMO is 0.2785 Eh. The spin multiplicity is 1. For the HOMO energy, the calculation gives -9.45 eV. The calculation puts the molar mass at 63.100 g/mol. The value obtained for the energy relative to the best compared isomer or geometry (same formula, charge and spin) is 123.2 kcal/mol. The calculation puts the LUMO energy at -1.8726 eV. As for the largest force on an atom: 5.0 eV Å⁻¹.

Positions of all 13 atoms, in Å:
N -0.71 1.48 3.28
H 0.29 1.69 3.20
H 4.25 -1.55 -4.24
H -1.03 2.30 2.80
H -0.91 0.71 2.67
C -0.81 0.04 -0.72
O 0.08 0.57 0.13
C -1.15 -1.16 -0.04
H -0.42 -0.18 -1.74
H -1.52 0.83 -1.04
H -0.86 -2.17 -0.31
H -1.42 -1.03 1.01
H 4.20 -1.52 -4.98

=====

Entry 12:
3 unconnected molecules or ions with the total composition C2H9NO at a distorted geometry, computed with ωB97M-V/def2-TZVPD.

Its energy is -5754.8858 eV. The value obtained for the gap between HOMO and LUMO is 0.3988 Eh. The spin multiplicity is 1. For the HOMO energy, the calculation gives -9.64 eV. The calculation puts the molar mass at 63.100 g/mol. Its SMILES is [H][H].C1CO1.N. The value obtained for the energy relative to the best compared isomer or geometry (same formula, charge and spin) is 60.8 kcal/mol. The calculation puts the LUMO energy at 1.2082 eV. As for the largest force on an atom: 1.8 eV Å⁻¹.

Positions of all 13 atoms, in Å:
N 2.01 -0.28 -0.80
H 2.54 -1.09 -0.49
H 0.76 1.52 3.09
H 1.06 -0.61 -0.87
H 2.53 0.00 -1.62
C -1.90 0.22 -0.72
O -0.98 -0.80 -1.13
C -1.03 -0.46 0.26
H -1.50 1.21 -0.91
H -2.94 -0.04 -0.85
H -0.32 0.21 0.73
H -1.31 -1.31 0.87
H 1.09 1.40 2.44